{
  "formula": "C68H188N16O18",
  "method": "ωB97M-V/def2-TZVPD",
  "symbols": ["H", "H", "H", "H", "H", "H", "H", "H", "O", "H", "C", "H", "C", "H", "C", "C", "H", "H", "C", "H", "H", "H", "H", "N", "H", "O", "H", "H", "H", "H", "C", "H", "C", "H", "H", "C", "H", "H", "H", "H", "H", "H", "H", "H", "H", "C", "H", "C", "O", "C", "H", "H", "C", "C", "H", "H", "H", "H", "N", "H", "H", "O", "H", "H", "O", "H", "H", "H", "C", "H", "O", "H", "H", "C", "H", "H", "H", "H", "C", "N", "H", "N", "H", "H", "H", "H", "N", "C", "C", "C", "H", "H", "C", "H", "H", "C", "H", "H", "H", "C", "H", "H", "C", "H", "H", "H", "H", "C", "H", "O", "H", "O", "O", "C", "H", "H", "C", "H", "N", "C", "H", "H", "H", "N", "H", "H", "H", "H", "H", "H", "N", "C", "C", "C", "H", "H", "C", "H", "H", "H", "H", "H", "H", "C", "H", "H", "O", "C", "H", "C", "H", "H", "H", "H", "H", "C", "H", "C", "C", "C", "H", "H", "C", "H", "H", "H", "C", "H", "O", "O", "O", "C", "H", "C", "H", "H", "C", "C", "H", "C", "H", "H", "C", "H", "H", "H", "C", "H", "H", "C", "C", "H", "H", "H", "H", "H", "H", "H", "C", "C", "H", "H", "H", "C", "C", "H", "N", "H", "H", "H", "H", "H", "N", "H", "H", "O", "H", "N", "H", "H", "C", "C", "H", "N", "H", "H", "O", "H", "N", "N", "H", "H", "H", "H", "C", "H", "C", "H", "H", "H", "H", "C", "C", "H", "C", "H", "N", "C", "H", "C", "O", "O", "H", "H", "O", "H", "H", "H", "N", "H", "H", "C", "H", "H", "H", "H", "H", "H", "H", "H", "H", "C", "H", "H", "C", "C", "H", "H", "H", "H", "H", "H", "H", "H", "C", "H", "C", "H", "H", "H"],
  "positions_angstrom": [[-3.231, 0.672, -0.797], [1.545, 2.084, -7.336], [3.776, -0.119, 7.127], [-4.837, 4.458, -0.905], [-3.029, 0.550, -4.527], [-7.357, 0.867, 0.719], [1.803, 3.181, -6.239], [1.028, -1.028, 7.290], [0.534, 3.016, -4.771], [9.031, 1.230, -0.219], [8.336, -0.618, -2.545], [-2.351, -4.808, -2.156], [2.230, -3.399, -7.635], [7.837, 3.050, -1.167], [-5.155, -3.284, 2.522], [-6.415, 4.474, 1.796], [8.195, -1.654, -2.852], [0.154, -7.143, -0.743], [3.501, -3.680, -3.068], [-8.829, 0.084, 1.119], [-2.050, -5.575, 3.983], [-5.617, 3.090, -2.580], [-2.336, 0.389, 0.617], [-6.512, 6.371, 4.968], [-8.157, -0.373, -0.272], [3.896, -5.307, 1.708], [12.266, -0.493, -5.924], [0.527, 1.070, -0.425], [6.773, 2.669, 1.753], [-6.329, -1.428, -3.587], [-0.035, -0.113, 3.852], [7.394, -0.187, -2.886], [-7.673, 0.091, -5.231], [-4.628, 0.332, -3.104], [3.282, -3.624, -2.001], [4.418, -3.761, 3.460], [0.317, 0.171, 4.844], [10.065, 2.500, -0.574], [-6.350, -3.640, 0.781], [-6.554, 4.523, 0.716], [5.929, 1.652, 4.658], [-3.434, -1.154, -1.786], [-2.304, -0.999, -4.083], [5.246, 1.967, 7.255], [3.137, -5.516, 3.675], [-5.383, 5.277, 6.894], [-0.186, 4.996, 0.602], [5.105, 0.771, 0.774], [3.973, -6.621, -3.002], [-2.443, 5.389, 3.389], [-3.957, 7.393, 4.309], [1.772, -1.317, -8.398], [-2.030, -5.614, -2.817], [-5.307, 6.410, 5.814], [-4.585, -3.064, -0.892], [-6.053, -1.387, -0.228], [2.934, -0.191, -6.477], [-2.086, 5.260, -1.345], [-9.643, 1.567, 5.714], [3.479, -2.670, -3.477], [2.919, -0.495, 5.594], [1.419, -1.252, -5.804], [-4.627, 6.601, 0.637], [8.475, -0.806, -1.481], [9.535, 0.017, -3.117], [3.471, 3.727, 0.622], [-0.957, 0.194, -2.227], [13.544, -0.847, -4.339], [2.658, -1.245, -6.459], [4.279, -7.738, -1.346], [-1.994, -5.136, -4.135], [5.780, -5.155, 4.306], [-2.669, 5.981, 2.502], [-0.605, 2.960, -8.489], [-3.382, -0.856, -5.481], [8.286, 4.530, 1.182], [-0.308, -5.109, 0.504], [-0.485, 0.769, 3.396], [-0.967, -1.237, 4.106], [-1.721, -1.371, -1.110], [1.057, -7.319, -2.564], [-4.708, 7.174, -0.191], [-0.552, -2.167, 4.496], [-0.827, -4.279, 3.764], [-6.042, 5.453, -1.449], [0.850, -0.453, 3.315], [1.454, 3.078, -7.181], [1.374, -0.771, -4.475], [0.107, 3.952, 0.489], [1.314, -0.136, 7.847], [0.029, -4.415, -4.240], [2.311, -5.577, 0.364], [11.516, -0.859, -5.223], [5.650, -3.684, -3.098], [-5.133, 0.707, 5.212], [4.815, -2.702, 2.430], [-5.401, 5.581, 2.838], [-8.035, 3.716, 7.728], [-2.757, -0.091, 4.694], [0.082, -7.186, -3.033], [3.977, -2.342, 1.834], [2.283, -6.647, 1.750], [-3.209, -0.523, -4.458], [-5.165, 4.326, 6.408], [-2.300, -4.273, 1.841], [-8.029, 1.118, -5.312], [-0.943, -3.974, -5.522], [0.189, 0.034, -0.416], [3.874, -0.676, -8.733], [1.067, -0.893, -1.077], [-0.577, 1.878, -8.616], [6.298, 1.307, 0.169], [-5.566, 5.516, 1.894], [-5.986, -1.491, 0.855], [-9.390, 1.080, 4.867], [-4.386, -1.009, 6.380], [3.397, -4.766, 2.928], [-5.793, -2.874, 3.305], [8.386, 4.498, 0.177], [-8.768, 2.944, 7.492], [-4.653, 5.518, 7.667], [10.979, -0.469, -1.831], [-4.517, -2.801, 6.388], [5.759, -4.264, 3.830], [-9.630, 0.753, 6.312], [-6.328, 5.313, 7.436], [-3.664, -2.357, -2.821], [3.129, -3.837, -7.202], [4.862, -0.033, 0.079], [3.246, 1.917, 5.068], [1.618, 4.627, 2.287], [-5.714, 3.188, 2.195], [4.999, -5.657, -2.588], [-5.885, 0.215, 4.596], [-5.918, 2.834, 3.205], [-3.125, 6.900, 5.688], [-5.506, -2.997, 1.035], [-0.155, 4.506, -7.030], [-5.308, 7.378, 6.315], [-6.906, 4.245, -3.207], [3.989, -3.221, 4.304], [-7.248, 6.339, 5.659], [-5.589, -1.991, -4.971], [-3.836, -1.950, 6.382], [-6.470, 2.328, 6.245], [-1.873, -6.007, 1.408], [-7.201, -1.224, 1.448], [-7.828, -0.116, 0.735], [-1.402, -7.141, -0.569], [11.764, -0.329, -3.874], [0.061, -5.289, -2.204], [-9.716, 3.384, 7.801], [-3.617, -2.831, 0.418], [-2.277, 4.342, 3.137], [2.001, -0.487, 8.618], [-2.161, -0.922, 5.071], [-0.371, 3.600, -3.133], [-0.658, -6.107, -2.193], [2.501, -1.917, -7.853], [-2.652, 5.917, -0.685], [2.097, -3.822, -8.631], [-1.096, -3.247, -3.883], [-5.686, -1.072, -4.392], [1.018, 2.504, -2.881], [-0.511, 1.711, -5.959], [5.171, -1.850, 3.009], [1.463, 3.794, 1.128], [5.758, 0.138, 5.361], [-3.489, 5.394, 4.393], [-2.904, -2.100, 5.318], [-6.242, 0.036, -5.091], [-2.223, 0.777, -0.395], [-1.056, -1.991, -1.548], [7.988, 3.096, -0.088], [3.395, 2.119, -2.482], [4.827, -5.476, -1.527], [10.682, -0.780, -2.833], [0.047, 3.441, -7.147], [0.458, 0.383, 8.277], [3.948, 1.394, 5.717], [-5.119, -4.355, 2.722], [-8.554, 3.277, 5.384], [-1.206, -5.228, 3.386], [-0.323, -5.857, 3.500], [4.472, 2.948, -1.440], [5.586, -3.077, 1.757], [-4.408, -0.626, -3.574], [5.345, 0.531, 1.809], [3.483, -6.984, 0.614], [4.138, -7.877, -2.418], [-0.441, 2.784, -5.786], [-0.767, -2.136, 2.359], [3.242, -8.410, -2.734], [-0.442, 1.782, -3.491], [0.354, -0.503, -4.203], [-8.166, -0.461, -4.431], [-2.915, 5.388, 0.232], [4.200, 1.375, 0.850], [-3.925, 6.573, 5.025], [-1.012, -4.173, -4.453], [2.469, -4.223, 2.746], [-6.025, -0.834, 4.859], [-1.945, 1.831, -0.384], [6.677, 2.595, 0.669], [-1.147, -0.042, -1.180], [-8.003, -0.324, -6.183], [-4.093, -1.517, -2.461], [0.274, -6.944, -4.079], [1.681, 2.749, 1.344], [-5.188, -0.795, 1.114], [-6.531, 7.201, 4.392], [-8.713, 2.184, 8.272], [-4.424, -3.328, 0.069], [-7.359, 0.943, 6.881], [1.361, -3.599, -7.008], [1.949, 0.791, 6.975], [-5.688, 7.132, -0.429], [13.098, -0.788, -3.435], [-4.201, -2.853, 2.824], [5.989, -6.085, -2.747], [2.451, -0.779, -0.618], [4.798, -4.332, -3.304], [1.247, 4.186, 3.117], [-0.639, -6.520, -0.797], [-7.359, 4.583, 2.329], [-5.541, 0.359, 3.572], [-7.148, 0.865, 4.758], [11.478, -1.948, -5.214], [-1.449, -1.492, 2.733], [3.664, -1.664, -8.726], [0.206, -0.236, 0.640], [-1.477, 5.726, 3.767], [1.684, -1.486, -3.713], [4.468, -1.937, -8.179], [9.255, 2.245, 0.110], [13.604, -0.079, -2.924], [3.126, 0.270, 6.343], [0.196, 3.754, -0.580], [11.844, 0.739, -4.077], [6.143, -4.621, 2.967], [-0.605, 3.256, 0.932], [5.162, 0.907, 4.870], [-3.999, 6.410, -1.253], [-3.824, 7.038, -2.126], [-1.565, -5.077, 1.884], [3.672, 2.569, 7.245], [4.491, 2.344, 6.699], [-8.590, 2.436, 6.076], [9.657, 2.255, 1.123], [-4.976, 5.284, -1.603], [-0.453, -4.555, 1.275], [-4.851, 4.875, -2.966], [-0.075, 3.461, -9.299], [4.079, -4.965, -5.001], [2.367, 3.096, -0.932], [-4.627, 3.150, 2.119], [10.415, -1.834, -2.923], [-0.405, -8.160, -3.067], [4.847, -4.354, -4.759], [4.967, -8.405, -2.890], [-1.650, -0.657, 5.997], [0.138, 2.705, -3.492], [-1.386, 3.291, -5.592], [2.668, -4.206, -3.536], [5.769, 3.177, 0.514], [2.570, 5.012, -0.292], [-1.904, 6.694, -0.531], [-5.994, 2.383, 1.515], [-5.681, 3.498, -4.245], [3.446, -1.711, -5.867], [2.603, 4.617, 2.510], [3.465, 3.007, -1.853], [1.911, 0.146, -4.231], [2.648, -1.173, 0.379], [2.540, 4.007, 0.128], [2.945, -6.141, 1.048], [-2.830, -6.350, -2.738], [10.569, -0.394, -5.498], [-2.373, -1.894, 2.792], [-1.643, 3.290, -8.509], [3.037, -1.374, -1.319], [4.917, 0.469, 3.902], [-3.348, -2.043, 7.353], [5.664, -4.791, -5.160], [-7.258, 1.609, 6.024], [2.756, 0.265, -0.693], [-5.870, 3.909, -3.253], [-1.599, -1.687, -0.159], [9.387, 4.629, 0.186], [3.465, 3.896, -2.482]],
  "forces_ev_per_angstrom": [[0.1199, 0.1112, -0.5025], [-0.2247, -0.2704, -0.3640], [0.0276, -0.6290, 0.1422], [0.5786, -0.6205, 0.0612], [0.6237, 0.1057, -0.3840], [0.8148, -0.3660, 0.2198], [0.3235, 0.2924, 0.0173], [-0.4144, -0.0965, -0.0900], [0.4497, 0.2842, -2.0316], [-0.0224, -0.3642, 0.4798], [1.1486, -0.5837, -0.5333], [-0.1294, 0.3630, 0.2522], [0.1765, 0.4879, -1.1639], [-0.6779, -0.1820, -0.0212], [0.5770, -0.2261, -0.3231], [-0.2130, -1.9919, -1.6074], [0.5800, -0.3750, -0.8382], [0.3587, 0.0066, 0.3543], [-1.2976, 0.8909, 1.4141], [0.1375, -0.2191, 1.0180], [0.1305, -0.0040, 0.1098], [-0.8747, -0.3938, 0.2585], [0.5299, 0.0020, 0.1591], [1.1933, -0.9222, 0.0697], [0.9415, -0.4347, -0.4805], [-0.5096, -0.4480, 0.3491], [0.0712, -0.1449, -0.0832], [0.5559, 0.2088, -0.4527], [0.5894, -0.6490, 0.4063], [-0.6987, 0.3441, 0.1800], [1.3036, 0.5551, 2.3376], [0.4294, 0.8876, 0.4974], [0.6164, -0.4982, -0.3972], [-0.2920, 0.1254, -0.2685], [-0.1814, 0.0817, 0.1633], [0.8684, 0.0170, -0.4542], [0.5468, 0.5968, 0.1339], [-0.1442, 0.6665, -0.0414], [-0.2310, 0.1549, -0.0308], [-0.9575, -0.9199, -0.1540], [-0.5237, 0.6229, 0.1566], [0.1402, 0.1357, -0.2997], [-0.1392, -0.0538, 0.1589], [-0.1976, -0.2504, 0.1608], [0.2928, -0.4832, 0.0088], [0.8259, 1.3491, -0.8981], [-0.3150, -0.0795, 0.1242], [1.1579, 0.0299, -0.4025], [0.8735, 1.9466, -0.3396], [-0.2800, 0.1464, 0.9578], [-0.6591, 0.1906, -0.3454], [-1.0095, -0.6661, 0.3558], [0.9176, 0.4094, 1.7459], [1.2101, 0.4141, -0.0952], [-0.4287, 0.4720, 0.1102], [-0.1943, 0.0800, -0.3281], [0.4158, 0.3444, -0.7431], [-0.5300, -0.4726, -0.2197], [-1.6723, -1.1765, -0.7188], [0.1917, -0.0582, 0.0374], [-0.3469, -0.2222, -0.0037], [-0.9801, -0.2791, 0.7317], [-0.1884, 0.1664, 0.2362], [-0.3689, 0.9966, 0.3933], [-2.3068, -1.1197, 0.2762], [0.5156, 0.5462, 0.0877], [-0.3009, 0.4031, 0.1021], [0.9277, -0.3281, 0.2286], [0.0846, 0.6287, -0.0488], [-0.1214, -0.6178, 0.1656], [0.6562, -0.4318, -0.6725], [-0.6995, -0.0572, 1.0376], [-0.3381, -0.0044, -0.0010], [-0.1726, 0.6897, 1.4885], [-0.0186, -0.1592, -0.0083], [-0.6071, 0.7284, 0.6444], [0.2177, -0.2446, -0.7396], [-0.1529, -0.3346, -0.1801], [-2.5335, -0.1713, -1.2578], [1.2646, -1.3016, -0.0558], [0.1741, -0.0887, -0.0653], [1.0479, 0.2124, -0.5078], [0.6202, 0.2081, 0.3308], [-0.4939, 0.2930, -0.0200], [-0.1638, 1.1223, 0.0707], [-0.1287, 0.0842, -0.3193], [0.9380, 0.8835, -0.5928], [-0.3249, 0.0265, 0.5535], [0.0013, 0.0626, -0.1124], [0.4922, 0.1657, -0.5737], [0.1289, -0.9499, 0.3314], [0.1856, -0.0138, -0.2833], [-0.9575, -0.2446, -0.7372], [-0.0540, 0.1274, 0.9834], [0.0835, -0.1826, 0.2713], [-0.8140, 0.5365, 0.0804], [0.5460, 0.5139, 0.4927], [0.2554, -0.1162, 0.0351], [-0.2551, 0.0598, -0.0180], [-0.2364, 0.0077, -0.1512], [-0.1348, -0.1106, -0.0643], [-0.2073, 0.2434, 0.3886], [0.6911, 1.5133, -1.2338], [-0.1991, -0.0866, 0.3227], [-0.8783, -0.5742, -0.1852], [0.4072, 0.1896, 0.5957], [-0.8798, 0.0073, 0.0284], [0.3135, -0.2607, -0.7762], [-0.6461, 0.5889, -0.3919], [1.3168, 0.6135, 0.6031], [0.1409, -0.0036, 0.0614], [-0.0906, 0.5441, 0.5290], [1.3198, 2.5619, 1.8884], [1.3672, -1.9956, -1.3736], [-0.0139, 0.4224, -0.7567], [0.0440, -0.0567, -0.2697], [0.3477, 0.7939, -0.2929], [-0.7543, 0.2187, -0.6202], [-1.3106, 0.0876, 1.4642], [0.0061, 0.6107, 1.0090], [0.3321, -0.3229, -0.1161], [0.4340, -0.6471, 0.2558], [-0.1551, 0.1207, -0.5137], [-0.0793, -0.9767, -0.0927], [-0.2478, 0.0145, 0.8819], [-0.2528, -0.2289, -0.4161], [0.1879, -0.1658, -0.0498], [-0.0297, -0.1057, 0.1581], [0.0046, -0.4603, 0.7484], [0.1160, 0.4218, -0.1078], [0.7244, 0.4261, 0.6135], [-0.0991, -1.5165, -0.0656], [-1.5036, -0.7468, -0.1348], [-0.5772, 0.6240, 0.1312], [-0.3352, 0.1966, 0.0959], [-0.1370, -0.0087, 0.7309], [-0.7301, 1.1528, 0.2027], [0.6244, 0.2019, -0.2087], [0.0285, 0.1411, 0.5901], [0.0607, 0.3044, 0.3907], [-0.1471, -0.2855, 0.2332], [-0.6227, 0.3040, -0.5530], [0.6620, 0.2116, -0.7076], [0.2953, -0.5412, 0.4047], [0.7094, -0.3051, -0.5211], [-0.3496, 0.1014, 0.1786], [-1.2736, 1.9801, -0.4426], [-1.5552, -0.6346, 0.4024], [-0.5083, -0.0058, -0.0686], [0.7668, -0.1924, 1.6981], [-0.3331, 0.5430, -0.2344], [-0.3869, 0.2133, -1.0241], [0.4315, 0.0547, -0.4291], [-0.3663, 0.0474, -0.1809], [0.0767, 0.1885, 0.3025], [1.8500, -0.4604, -0.2077], [-0.5441, -0.3863, 0.7560], [0.6154, -0.3541, -2.1919], [0.2747, 1.7193, 0.8847], [-0.3536, -0.1124, -0.5657], [-0.1516, -0.3789, 0.1139], [-0.7092, 0.3467, -0.0489], [-0.2528, 0.3412, 2.0926], [0.0335, 0.2329, 0.0163], [-0.4641, -0.2237, 0.1862], [0.3834, 0.0316, -0.2863], [-0.4663, -1.1657, -0.4739], [-0.2619, -0.2939, 0.4453], [-0.1286, -1.0704, -0.7908], [-0.5500, 0.3168, -0.3263], [-0.2785, 0.0645, 0.0006], [0.6561, 0.6106, -0.8696], [0.0829, -0.4182, -0.6354], [1.0770, -0.1915, -0.6959], [-0.5945, 0.0047, 0.0898], [0.3167, -0.0548, 0.3511], [0.2510, 2.2659, -1.0552], [0.1365, -1.9108, 0.7810], [0.0524, -0.2325, -0.0022], [1.3002, 0.1182, -0.6702], [0.2144, -0.0789, -0.1358], [0.0703, 0.0181, -0.1202], [0.1327, -0.2004, -0.6341], [-0.2109, -0.5808, -0.0391], [-0.0693, 0.0224, 0.8164], [-0.0719, 0.1388, 0.0243], [-0.4100, -1.1609, -0.0624], [-0.0634, -0.7604, -0.0755], [0.0994, 0.3716, -0.6014], [-0.1635, 0.1956, -0.7622], [-0.2676, 0.7708, -1.4981], [-0.4296, -0.4770, -0.6500], [-0.0811, -0.2887, 0.6862], [-0.5350, 0.1513, 0.2052], [-0.3054, -0.2690, -0.4162], [-0.0562, 0.1903, 0.1620], [0.4946, -0.0796, 0.1891], [0.1499, 0.9365, -0.4923], [-0.1031, -0.4487, 0.0821], [0.9446, 0.3892, 0.2712], [-0.2642, 0.1704, -0.2049], [0.3977, -0.0562, -0.1457], [-0.2245, 0.1307, 0.2327], [0.2287, 0.3288, -1.0212], [-0.8729, -0.0091, 2.6546], [0.1940, -0.5233, -0.1340], [-2.0342, -0.7620, -0.3379], [-0.1220, 0.4317, 0.0303], [-0.6231, -0.5693, 0.3977], [0.2645, 0.2156, 0.6176], [-0.4750, 0.1684, 0.0913], [0.5925, -0.5238, -0.2263], [-0.0500, -0.2922, 2.0737], [0.3325, -0.5188, -0.0448], [0.1066, 0.1582, -0.0439], [0.5027, -0.0207, -0.5240], [-0.1599, 0.3476, 0.1632], [-0.2292, -0.3253, -0.5194], [0.4112, -0.1074, -0.3345], [0.1365, 0.0209, -0.1019], [-1.1996, -0.0253, -1.1770], [1.4563, -0.1008, -1.4573], [-0.6274, -0.1212, -0.0021], [-0.6048, -0.2255, 0.3429], [-0.1158, 0.1901, 0.0298], [-0.2605, -0.3518, -0.1750], [0.2464, 1.5021, 1.4860], [-0.1164, -0.0399, -0.2918], [-0.5706, -0.1847, 0.3460], [0.7825, -0.6054, 0.9470], [-0.9037, -0.1847, 0.2423], [0.0020, 0.3444, 0.3781], [0.1765, -0.4003, -0.2011], [0.6057, -0.8660, -0.0572], [-0.7169, -1.2370, -0.2235], [-0.1090, 0.1235, 0.2265], [0.5211, 0.3741, 0.7021], [-0.2411, -0.2062, 0.0166], [-0.7963, 0.4591, 0.9585], [0.3863, 0.4753, -0.5949], [-0.2802, 0.2731, -0.0290], [-0.0978, -0.6800, -0.0370], [-0.6839, 0.2332, 0.4920], [-0.1630, 0.0251, -0.0754], [-0.4474, 0.6964, 2.3973], [0.3752, 0.3656, 0.8174], [-1.2499, 0.1305, -0.7885], [1.3562, -0.6051, 0.3155], [-0.1904, -0.0564, 0.1338], [0.4964, -0.7235, -1.0781], [1.7817, 0.6878, -0.8897], [-0.7023, 0.0180, 0.0924], [0.0350, -0.1547, 0.0185], [-0.2158, -0.1308, -0.6403], [0.5098, -1.1563, -0.5636], [0.1402, 0.8612, -0.1921], [0.4529, -0.1728, 0.0628], [-0.3103, -0.0236, 0.2921], [-0.2206, -0.8485, -0.8195], [0.4217, -0.1189, 0.2999], [-0.1764, 0.5268, 0.3568], [-0.0700, -0.0348, 0.5577], [-0.3509, -0.4603, 0.7273], [0.0727, -0.2770, -0.0430], [0.3440, 1.0016, -0.5156], [0.1777, 0.3832, 0.2169], [-0.5121, 0.4578, 0.4796], [-0.3807, -0.1987, 0.0852], [-0.0260, 0.2982, -0.1514], [0.1194, -0.6039, 0.1105], [0.4641, 0.4336, 0.0577], [-0.1723, 0.6272, -0.0713], [0.5806, 0.2687, -0.7039], [-0.4357, 0.0496, 0.2552], [1.1295, 0.3569, -0.8037], [0.2701, -0.3432, 0.7362], [0.2459, -0.3313, -0.3114], [-0.2140, -0.5333, -0.4976], [0.0486, -0.6454, -0.3499], [-0.1105, -0.1174, -0.1330], [0.0239, 0.0461, -0.0004], [-0.4372, 0.0045, 0.0500], [0.4535, 0.2792, 0.1535], [0.3690, -0.0835, 0.1971], [-0.9971, 0.5262, -0.6142], [0.0349, 0.0558, 0.1237], [1.8348, -0.5932, -0.2477], [-0.3496, 0.0884, 0.6800], [0.3892, -0.4202, -0.9579], [-0.0530, 0.0446, -0.2582]],
  "lowdin_charge": [0.062, 0.058, 0.122, 0.112, 0.071, 0.066, 0.052, 0.078, -0.221, 0.052, -0.088, 0.107, -0.044, 0.126, -0.051, -0.331, 0.064, 0.075, -0.077, 0.081, 0.072, 0.079, 0.067, 0.041, 0.082, -0.185, 0.084, 0.104, 0.116, 0.099, -0.075, 0.088, -0.090, 0.125, 0.079, -0.405, 0.060, 0.077, 0.127, 0.100, 0.072, 0.001, 0.053, 0.072, 0.122, -0.041, 0.077, -0.080, -0.211, -0.072, 0.119, 0.135, -0.168, -0.386, 0.027, 0.095, 0.113, 0.066, 0.035, 0.065, 0.118, -0.181, 0.014, 0.077, -0.208, 0.106, 0.108, 0.049, -0.216, 0.071, -0.159, 0.065, 0.073, -0.053, 0.082, 0.054, 0.016, 0.086, -0.414, 0.031, 0.052, 0.037, 0.125, 0.044, 0.105, 0.078, 0.024, -0.100, -0.045, -0.103, 0.064, 0.084, -0.090, 0.138, 0.070, -0.069, 0.057, 0.055, 0.125, -0.047, 0.059, 0.082, -0.060, 0.066, 0.073, 0.078, 0.094, -0.176, 0.063, -0.198, 0.069, -0.197, -0.101, -0.249, 0.066, 0.060, -0.200, 0.066, 0.021, -0.071, 0.076, 0.118, 0.092, 0.032, 0.076, 0.058, 0.064, 0.066, 0.081, 0.129, 0.063, -0.050, -0.145, -0.102, 0.061, 0.117, -0.362, 0.129, 0.116, 0.088, 0.127, 0.066, 0.122, -0.104, 0.101, 0.102, -0.157, -0.082, 0.090, -0.452, 0.116, 0.079, 0.032, 0.080, 0.083, -0.178, 0.097, -0.381, -0.416, -0.058, 0.078, 0.073, -0.187, 0.069, 0.120, 0.061, -0.476, 0.077, -0.214, -0.185, -0.188, -0.028, 0.075, -0.380, 0.084, 0.114, -0.178, -0.393, 0.092, -0.414, 0.073, 0.136, -0.060, 0.061, 0.074, 0.082, -0.397, 0.067, 0.071, -0.123, -0.172, 0.060, 0.084, 0.068, 0.068, 0.081, 0.059, 0.074, -0.186, -0.104, 0.117, 0.082, 0.058, -0.161, -0.367, 0.076, 0.025, 0.078, 0.130, 0.114, 0.078, 0.077, 0.054, 0.118, 0.068, -0.208, 0.056, 0.030, 0.039, 0.125, -0.066, -0.446, 0.073, 0.041, 0.117, 0.078, -0.198, 0.091, 0.060, 0.033, 0.111, 0.080, 0.059, 0.059, -0.073, 0.065, -0.207, 0.064, 0.137, 0.056, 0.069, -0.057, -0.380, 0.132, -0.339, 0.063, 0.037, -0.453, 0.079, -0.227, -0.113, -0.181, 0.072, 0.063, -0.226, 0.074, 0.121, 0.080, 0.039, 0.088, 0.116, -0.108, 0.123, 0.084, 0.092, 0.145, 0.079, 0.049, 0.085, 0.111, 0.068, -0.077, 0.086, 0.071, -0.219, -0.093, 0.129, 0.087, 0.041, 0.068, 0.070, 0.036, 0.084, 0.076, -0.160, 0.061, -0.101, 0.068, 0.058, 0.095],
  "spin_multiplicity": 1,
  "e_lumo_ha": 0.013,
  "orbital_gap_ev": 8.624,
  "homo_ev": -8.3
}